Arrangement w

Density functional theory data (ωB97M-V/def2-TZVPD) for 7 unconnected molecules or ions with the total composition H14O7.

Geometry (Å):
O (-1.97, -0.52, -2.50)
O (1.18, 0.61, -3.57)
O (1.48, 0.92, -0.84)
O (-2.87, 2.06, 0.47)
H (-2.30, 0.19, -3.10)
H (-1.13, -0.52, -3.01)
H (2.10, 0.75, -3.86)
H (1.33, 0.90, -2.61)
H (0.70, 1.50, -0.58)
H (1.31, 0.12, -0.29)
H (-3.20, 1.49, 1.15)
H (-2.28, 2.65, 0.96)
O (0.48, -0.66, 1.69)
O (3.90, -0.95, 4.01)
O (-1.77, -1.54, 0.36)
H (3.21, -0.39, 3.68)
H (3.46, -0.95, 4.85)
H (1.01, -1.16, 2.23)
H (-0.32, -1.08, 1.26)
H (-2.10, -1.00, -0.45)
H (-2.20, -2.40, 0.16)

Summary:
Frontier orbital gap, eV: 11.3
SMILES string: O.O.O.O.O.O.O
LUMO, eV: 0.4
HOMO, Eh: -0.4011

Computed Löwdin charges, given in elementary charges:
1 O -0.08
2 O -0.12
3 O -0.09
4 O -0.06
5 H 0.07
6 H 0.04
7 H 0.03
8 H 0.01
9 H 0.09
10 H 0.04
11 H 0.02
12 H 0.04
13 O -0.05
14 O -0.04
15 O -0.10
16 H 0.01
17 H 0.03
18 H -0.03
19 H 0.02
20 H 0.08
21 H 0.07



Arrangement x

Density functional theory data (ωB97M-V/def2-TZVPD) for 7 unconnected molecules or ions with the total composition H14O7.

Geometry (Å):
H (-0.03, -0.56, -0.68)
H (0.12, -0.25, -2.11)
H (-1.42, -1.38, 2.40)
H (-0.65, -0.01, 2.17)
H (4.26, -1.67, -0.97)
H (4.21, -2.66, 0.27)
H (3.85, 0.53, 0.26)
H (2.93, 0.77, -0.94)
H (-3.13, 1.42, 0.62)
H (-2.08, 1.33, -0.61)
H (-4.16, -1.53, -1.01)
H (-4.78, -2.90, -1.10)
H (0.77, 2.13, 0.04)
H (-0.58, 2.71, 0.30)
O (0.25, 0.20, -1.30)
O (-0.80, -0.67, 2.80)
O (4.43, -1.75, -0.03)
O (3.19, 0.11, -0.37)
O (-2.20, 1.58, 0.39)
O (-4.95, -1.96, -1.00)
O (0.16, 2.75, -0.33)

Summary:
Frontier orbital gap, eV: 10.3
SMILES string: O.O.O.O.O.O.O
LUMO, eV: -0.3
HOMO, Eh: -0.3868

Computed Löwdin charges, given in elementary charges:
1 H 0.10
2 H 0.02
3 H 0.09
4 H -0.03
5 H 0.03
6 H 0.06
7 H 0.09
8 H -0.02
9 H 0.05
10 H 0.10
11 H -0.03
12 H 0.04
13 H -0.01
14 H 0.01
15 O -0.06
16 O -0.07
17 O -0.10
18 O -0.07
19 O -0.11
20 O -0.01
21 O -0.07



Stability check: which of them is most stable? arrangement w.